Record 1
The following is a DFT calculation (the ωB97M-V functional and the def2-TZVPD basis) of a structure of composition Cl2O2S2.

Geometry as XYZ:
```
6
Properties=species:S:1:pos:R:3:forces:R:3
O 2.149167 0.319370 0.727237 0.4 0.3 0.2
O -1.460313 1.737316 0.697806 -0.1 0.9 0.3
S 1.304567 0.014722 -0.406725 -0.5 -0.4 0.2
S -1.226578 0.317834 0.670383 0.2 -0.9 -1.0
Cl 1.131238 -2.038549 -0.499048 0.0 0.1 -0.1
Cl -1.898080 -0.350693 -1.189654 0.0 0.0 0.3
```
Positions in Å, forces in eV/Å.

Net charge ... 0
LUMO energy (alpha / beta) ... -1.8 / -1.8 eV
E_tot ... -1867.18098 Ha
HOMO-LUMO gap (alpha / beta) ... 7.622 / 7.649 eV
Relative energy (zero: lowest compared OMol25 entry of this formula, charge and spin) ... 0.305 eV

Record 2
The following is a DFT calculation (the ωB97M-V functional and the def2-TZVPD basis) of a structure of composition C32H44N4P2SiTi.

Geometry as XYZ:
```
84
Properties=species:S:1:pos:R:3:forces:R:3
Ti 0.423744 -0.717763 2.752121 0.3 0.4 1.3
C -1.302138 0.821032 3.239407 -0.5 -0.5 -0.5
C -1.443943 0.090075 2.053773 -0.6 0.4 0.6
C -0.990666 0.646169 0.713644 -0.7 0.3 -0.6
C 0.455309 0.283573 0.287191 -0.2 0.1 -0.6
C 1.548608 0.406181 1.336922 0.6 0.5 0.2
C 1.560958 1.335767 2.391704 0.4 -0.5 -0.8
C 0.576198 2.455561 2.486316 -0.3 1.2 0.2
C -0.767246 2.217727 3.247185 0.5 0.8 0.2
C 0.462791 -2.687288 2.344785 0.1 -1.2 0.0
H -1.757047 0.475615 4.177426 0.1 0.0 -0.6
H -2.109663 -0.786115 2.036509 0.3 0.3 0.1
H -1.146795 1.738911 0.657290 0.2 -0.5 0.3
H -1.674666 0.249550 -0.058565 0.4 0.1 0.4
H 0.451514 -0.743124 -0.130453 0.1 0.4 0.4
H 0.726130 0.922284 -0.573070 -0.1 0.0 0.1
H 2.470245 -0.122689 1.089201 -0.1 0.0 0.1
H 2.484125 1.464784 2.974062 -0.5 -0.4 -0.2
H 0.356189 2.859408 1.482698 0.1 -0.3 0.3
H 1.091692 3.288232 2.994153 -0.2 -0.2 -0.1
H -0.642107 2.585373 4.281272 -0.1 -0.4 -0.4
H -1.500535 2.899899 2.778156 0.0 -0.2 0.2
H 0.538728 -2.946323 3.428372 -0.1 -0.2 -0.4
H 1.360863 -3.080949 1.842728 -0.4 -0.1 0.1
H -0.478298 -3.101731 1.952933 0.4 -0.1 0.0
P 1.509623 -0.849633 -2.773390 1.8 -1.1 -2.8
P -2.054441 -0.161791 -2.628503 -1.9 0.8 -2.6
N 2.829156 0.225383 -3.110623 0.7 0.7 0.6
N 2.187909 -2.191359 -3.858568 -0.5 -0.5 0.7
N -2.340215 1.516468 -3.160114 0.3 0.6 0.2
N -3.584051 -0.758841 -3.351206 -0.2 -1.1 0.0
C 0.412252 -0.157941 -4.076383 -0.8 0.0 -0.3
C -1.029026 -0.714527 -4.074570 0.5 0.0 -0.2
C 3.915921 0.325057 -2.227140 0.2 0.9 -1.1
C 4.914446 1.066282 -2.846013 -0.8 -0.8 0.1
C 4.459408 1.389241 -4.164986 -1.2 -0.7 0.2
C 3.172952 0.881055 -4.301960 0.8 0.1 0.9
C 2.403877 -3.485389 -3.380431 -0.1 -0.4 -1.3
C 2.736399 -4.326416 -4.450934 -0.2 1.3 0.6
C 2.801759 -3.495013 -5.618350 -0.5 0.7 0.9
C 2.442119 -2.209900 -5.227890 0.0 -0.8 0.2
C -2.479849 2.595506 -2.255017 0.7 0.4 -1.1
C -2.220437 3.781674 -2.940350 -0.3 -0.9 0.1
C -2.002816 3.453187 -4.325949 -0.3 -1.5 0.3
C -2.107376 2.067525 -4.437019 0.3 1.0 0.9
C -4.411791 -0.218533 -4.341910 -0.3 -0.7 0.2
C -5.380149 -1.158900 -4.687256 1.2 0.3 0.8
C -5.115843 -2.341397 -3.915910 0.7 0.7 0.2
C -4.000014 -2.082413 -3.136540 -0.6 0.8 -0.4
H 0.818921 -0.407959 -5.071459 0.0 0.3 0.6
H 0.392339 0.940891 -3.972023 0.0 -0.3 0.0
H -1.507831 -0.414902 -5.028185 0.0 -0.3 0.7
H -1.029557 -1.821627 -4.080637 0.0 0.4 0.2
H 3.864466 -0.123640 -1.246150 0.0 0.0 -0.1
H 5.875938 1.319106 -2.421995 -0.1 -0.1 0.0
H 5.017156 1.873194 -4.951273 -0.1 0.2 0.1
H 2.454867 0.965947 -5.103202 0.3 0.0 0.0
H 2.305521 -3.700441 -2.328194 -0.1 0.0 0.0
H 2.871474 -5.397675 -4.416027 0.2 0.2 0.1
H 3.075987 -3.792299 -6.620845 -0.1 0.0 0.1
H 2.323377 -1.326005 -5.831933 0.2 -0.1 0.0
H -2.798527 2.424818 -1.224765 0.4 0.0 -0.4
H -2.174638 4.784107 -2.519592 -0.2 -0.4 0.0
H -1.815750 4.115033 -5.170407 -0.1 -0.1 0.4
H -2.048351 1.443939 -5.321020 0.1 0.2 0.3
H -4.239608 0.779317 -4.718624 -0.2 -0.1 0.2
H -6.186060 -1.008391 -5.387898 0.1 0.0 0.0
H -5.692466 -3.251574 -3.923105 0.1 0.0 0.0
H -3.449032 -2.711480 -2.453156 -0.2 0.0 0.1
C -1.193499 1.097283 8.096625 -0.2 0.1 -0.3
Si 0.323270 0.023061 7.849724 0.1 -0.2 -0.3
C 1.737450 1.040424 8.538171 0.2 0.0 -0.1
C 0.147497 -1.615412 8.744648 0.0 0.0 0.1
C 0.583035 -0.335306 6.037395 0.1 -0.2 -1.3
C 0.696000 -0.570442 4.814693 -0.3 0.7 2.2
H -1.353464 1.389429 9.144995 0.1 -0.1 -0.2
H -2.105788 0.608358 7.733767 0.1 0.1 0.1
H -1.047621 2.015406 7.508437 -0.1 -0.1 0.2
H 1.631403 1.195232 9.619082 0.0 -0.1 -0.2
H 2.712160 0.579736 8.347200 -0.1 0.1 0.0
H 1.725230 2.025556 8.054595 0.1 -0.1 0.1
H -0.678231 -2.214549 8.337727 0.1 0.2 0.1
H 1.061654 -2.218456 8.661730 -0.2 0.2 0.1
H -0.051139 -1.414204 9.806948 0.0 -0.2 -0.2
```
Positions in Å, forces in eV/Å.

Net charge ... 0
LUMO energy (alpha / beta) ... 0.2 / -0.3 eV
E_tot ... -3286.25254 Ha
Multiplicity ... 3
HOMO-LUMO gap (alpha / beta) ... 6.581 / 8.041 eV
Relative energy (zero: lowest compared OMol25 entry of this formula, charge and spin) ... 0.000 eV

Record 3
The following is a DFT calculation (the ωB97M-V functional and the def2-TZVPD basis) of an isolated molecule of C3H6N2O.

Geometry as XYZ:
```
12
Properties=species:S:1:pos:R:3:forces:R:3
H -0.275375 -0.668192 -1.610427 -2.3 -1.7 -1.1
N -1.303208 -0.774259 -1.219368 1.0 0.4 0.0
C -0.876811 -0.008486 -0.298363 0.8 0.3 -0.4
C -1.691792 0.810028 0.657997 0.1 0.3 0.1
O -1.234231 1.822691 1.135232 -0.3 -0.5 -0.1
N 0.530199 0.244811 -0.471215 0.2 0.8 0.7
C 1.527219 -0.587428 0.191415 0.1 0.0 0.2
H -2.741681 0.500811 0.819798 0.2 0.0 0.0
H 0.772015 1.211191 -0.589131 0.2 0.3 0.4
H 1.039936 -1.388507 0.756423 0.1 0.2 -0.1
H 2.134737 0.010881 0.873111 0.0 -0.2 0.1
H 2.189520 -1.059561 -0.546826 -0.1 0.1 0.2
```
Positions in Å, forces in eV/Å.

Net charge ... 0
LUMO energy ... -0.1 eV
E_tot ... -302.58077 Ha
HOMO-LUMO gap ... 9.283 eV
Relative energy (zero: lowest compared OMol25 entry of this formula, charge and spin) ... 3.057 eV

Record 4
The following is a DFT calculation (the ωB97M-V functional and the def2-TZVPD basis) of a cluster of 12 separate species, C14H52O19 in total.

Geometry as XYZ:
```
85
Properties=species:S:1:pos:R:3:forces:R:3
O -3.057095 -1.351274 2.469089 -0.5 -0.1 0.2
C -3.682891 -2.638173 2.556465 1.1 0.1 -0.5
C -3.951387 -3.101595 3.977996 0.3 0.7 -0.2
O -4.993424 -2.387222 4.622960 -0.3 -0.2 -0.1
H -3.750686 -0.689573 2.371286 0.1 0.2 0.3
H -4.498615 -2.656079 1.830848 -0.4 -0.3 0.5
H -2.903751 -3.307966 2.173878 -0.2 -0.2 0.0
H -3.019940 -2.915222 4.521786 0.1 -0.2 -0.1
H -4.138726 -4.177087 3.983056 -0.3 0.0 0.0
H -4.595786 -1.783711 5.252108 0.0 0.1 0.0
O -4.111855 4.163769 2.664243 -0.6 -0.7 -0.1
C -2.800770 3.656569 2.448368 0.8 0.5 0.6
C -2.303994 2.643582 3.497536 -0.8 0.2 -1.0
O -3.287240 1.621123 3.678082 0.2 0.4 0.5
H -4.211253 4.589763 3.520140 0.4 0.1 0.0
H -2.766124 3.180945 1.472401 -0.3 0.1 -0.1
H -2.127536 4.517529 2.453365 0.4 -0.2 -0.3
H -2.059398 3.183397 4.416602 0.0 -0.3 0.2
H -1.422868 2.151033 3.091735 0.2 0.1 0.1
H -4.060149 2.093576 4.012729 -0.1 -0.3 -0.2
O 0.520346 -0.953014 -0.923111 0.5 -0.5 -0.5
C -0.056616 -0.776254 0.364145 -0.4 0.3 -0.8
C -1.310239 0.088004 0.191210 0.5 0.0 0.9
O -0.856389 1.368702 -0.230236 -0.5 0.0 -0.5
H 0.871122 -0.128970 -1.280457 -0.2 0.2 0.4
H -0.251408 -1.778040 0.741170 -0.2 0.0 0.1
H 0.681395 -0.288847 1.004060 -0.2 0.1 0.2
H -1.862252 0.167877 1.125878 0.2 0.1 0.2
H -2.027417 -0.336833 -0.512211 0.3 -0.2 -0.3
H -1.227512 1.540079 -1.120930 0.3 -0.1 0.4
O 3.878439 -0.175098 4.397022 -0.2 1.0 -1.2
C 2.526220 -0.014531 3.967998 -1.3 0.4 1.4
C 2.052465 1.291818 3.325799 1.6 0.3 -0.7
O 2.777057 1.603877 2.118123 -0.3 -0.3 0.4
H 4.404543 0.132908 3.645044 0.3 -0.4 0.3
H 2.197236 -0.882053 3.395616 0.0 0.0 -0.1
H 1.969390 0.075621 4.908774 -0.1 -0.9 0.0
H 2.176716 2.133678 4.014090 0.0 -0.1 0.2
H 0.995466 1.249006 3.072209 0.0 -0.3 -0.1
H 3.698429 1.670907 2.388035 0.0 0.2 -0.3
O 1.138054 3.126218 -7.582206 -0.3 -0.4 -0.3
C 1.476837 2.702865 -6.275887 0.2 1.5 0.6
C 0.258062 2.763481 -5.360369 0.8 -0.6 0.1
O 0.716340 2.189741 -4.126165 -0.6 0.0 -0.3
H 1.924226 3.083837 -8.132098 0.0 0.0 0.0
H 1.994503 1.743838 -6.208821 -0.3 -0.1 -0.2
H 2.135388 3.477036 -5.849961 0.3 -0.4 0.0
H -0.583827 2.212506 -5.785799 0.0 0.0 0.0
H -0.027516 3.800176 -5.177646 -0.1 0.1 -0.2
H -0.005090 1.636493 -3.807766 0.1 0.1 0.3
O 0.602352 -6.154493 1.076612 0.3 0.1 -0.2
C 0.379376 -4.891820 1.645797 -0.5 1.4 0.7
C 1.571907 -4.073163 2.103017 0.6 0.1 0.0
O 2.307056 -4.704348 3.159347 -0.4 0.0 -0.4
H 1.094076 -6.698393 1.700029 -0.2 -0.1 0.0
H -0.141671 -4.231589 0.946901 0.0 -0.5 -0.5
H -0.287319 -4.932020 2.517396 0.0 -0.4 0.0
H 1.214575 -3.112310 2.481267 -0.2 -0.2 0.3
H 2.248828 -3.771172 1.294255 0.0 -0.5 -0.2
H 2.466844 -5.600158 2.843560 0.3 0.0 0.2
O 5.639021 -0.205008 -1.808822 -0.4 -0.1 -0.1
C 5.438096 -1.323952 -2.723501 0.0 0.9 1.2
C 4.556422 -0.846428 -3.859311 1.3 0.9 -0.5
O 3.257894 -0.517452 -3.408242 0.2 -0.7 0.1
H 6.573530 -0.010649 -1.745712 0.1 0.1 -0.1
H 6.445461 -1.666091 -2.953617 -0.3 -0.5 -0.7
H 4.883675 -2.040336 -2.111126 0.2 -0.4 -0.3
H 4.632744 -1.510753 -4.722597 -0.9 -0.5 0.3
H 5.005232 0.073866 -4.260023 0.2 0.1 0.2
H 3.396313 -0.263670 -2.486225 -0.3 0.2 -0.1
O -2.020822 1.375505 -2.757334 -0.2 -0.2 -0.1
H -2.471623 0.525302 -2.930804 0.2 0.1 0.0
H -2.702842 2.041260 -2.877271 0.0 0.1 -0.1
O 0.254470 3.896179 0.316716 0.1 0.1 0.1
H 0.315287 2.930456 0.252418 -0.2 0.4 0.0
H -0.547499 4.144316 -0.171255 0.3 -0.3 0.1
O 0.266818 -2.797105 -3.067618 0.0 0.1 0.0
H -0.612901 -2.553210 -3.369574 0.0 0.1 0.0
H 0.511402 -2.095666 -2.438258 -0.2 -0.3 0.0
O -2.049849 4.633738 -1.151832 -0.2 0.3 -0.2
H -2.692058 4.086781 -1.606329 -0.1 -0.1 0.0
H -2.070293 5.478667 -1.617248 0.1 -0.1 0.1
O -3.105975 -1.229352 -3.208885 -0.1 -0.2 0.1
H -3.531246 -1.702014 -3.933482 0.1 0.1 0.0
H -3.267743 -1.773357 -2.428393 0.1 0.1 0.0
```
Positions in Å, forces in eV/Å.

Net charge ... 0
LUMO energy ... -0.2 eV
E_tot ... -1993.99388 Ha
HOMO-LUMO gap ... 9.588 eV
Relative energy (zero: lowest compared OMol25 entry of this formula, charge and spin) ... 2.382 eV

Record 5
The following is a DFT calculation (the ωB97M-V functional and the def2-TZVPD basis) of the ion C4H3N2O3S with charge +1.

Geometry as XYZ:
```
13
Properties=species:S:1:pos:R:3:forces:R:3
O 0.215718 -2.420996 -0.504382 -1.3 0.4 0.4
N 0.053596 -1.348403 -0.012380 2.9 0.5 0.0
C 1.259829 -0.549739 0.304716 1.5 -1.4 -2.3
C 1.201991 0.825439 -0.372973 -2.5 -1.3 0.4
N 0.119736 1.445454 -0.601705 3.2 0.9 -0.3
C -1.049697 0.965934 -0.069588 1.0 -1.5 0.0
O -1.687635 1.758780 0.815278 0.6 0.6 3.1
O -2.178548 1.565135 -0.480119 -1.6 -0.4 -2.6
C -1.115204 -0.588745 0.117881 -3.5 0.6 -0.9
S -2.597618 -1.205285 0.094248 0.5 -0.8 0.4
H 2.186615 -1.135455 -0.051584 -1.6 0.8 0.5
H 1.382667 -0.360838 1.318942 -0.2 0.0 2.2
H 2.208555 1.048725 -0.558337 1.1 1.6 -0.9
```
Positions in Å, forces in eV/Å.

Net charge ... +1
LUMO energy (alpha / beta) ... -8.6 / -8.6 eV
E_tot ... -887.05296 Ha
HOMO-LUMO gap (alpha / beta) ... 6.052 / 6.051 eV
Relative energy (zero: lowest compared OMol25 entry of this formula, charge and spin) ... 5.437 eV

Record 6
The following is a DFT calculation (the ωB97M-V functional and the def2-TZVPD basis) of a cluster of 2 separate species, C4H8Cl2NO in total.

Geometry as XYZ:
```
16
Properties=species:S:1:pos:R:3:forces:R:3
C -1.845781 -0.702213 0.074341 0.4 -1.4 0.3
C 1.949666 0.512221 -0.965240 -0.6 2.9 0.2
C -1.739840 0.488662 -0.501671 -0.1 0.3 2.1
C 1.132985 -0.360060 -0.159992 -0.4 -0.3 -0.3
N 0.920466 -0.151393 1.065878 -0.4 -1.1 2.8
O -1.811192 -0.986576 1.407461 -0.6 0.5 -0.3
Cl -1.780440 -2.236671 -0.775726 0.1 1.0 -0.1
Cl -1.769446 1.944022 0.506993 0.1 -0.9 -0.6
H 2.106254 -0.016949 -1.835967 0.8 -0.6 -2.2
H 1.328421 1.439769 -1.198633 0.2 -1.2 -0.1
H 2.849609 1.030877 -0.618439 0.0 -0.8 0.6
H -1.415941 0.622691 -1.479135 -0.3 0.3 -1.7
H 0.634826 -1.151268 -0.708230 -0.1 -0.3 0.5
H -2.366904 -0.354622 1.882369 0.0 0.2 0.2
H 1.411927 0.593810 1.484193 0.8 1.2 0.5
H 0.395384 -0.672300 1.821800 0.2 0.1 -2.0
```
Positions in Å, forces in eV/Å.

Net charge ... +1
LUMO energy ... -4.7 eV
E_tot ... -1207.28526 Ha
HOMO-LUMO gap ... 8.649 eV
Relative energy (zero: lowest compared OMol25 entry of this formula, charge and spin) ... 0.808 eV